The following is a DFT calculation (the ωB97M-V functional and the def2-TZVPD basis) of a cluster of 2 separate species, C16H31BF9INO6PS in total in a non-equilibrium geometry.

Values from the calculation:
- total charge = 0

Last column: Mulliken charge in e.
CARTESIAN COORDINATES (ANGSTROEM)
O  -3.819  -4.426  4.363  -0.66
S  -3.977  -3.197  3.629  1.03
O  -4.102  -2.107  4.572  -0.64
C  -5.616  -3.481  2.722  0.42
F  -5.466  -4.524  1.933  -0.26
F  -6.461  -3.843  3.662  -0.27
C  -6.275  -2.273  2.025  0.77
F  -6.172  -1.207  2.767  -0.28
F  -7.581  -2.524  1.936  -0.35
C  -5.792  -1.884  0.611  0.57
F  -5.445  -2.900  -0.153  -0.30
F  -4.760  -1.067  0.710  -0.25
C  -6.871  -1.088  -0.181  0.59
F  -7.767  -1.873  -0.675  -0.26
F  -6.273  -0.518  -1.202  -0.27
F  -7.417  -0.152  0.523  -0.26
P  -2.169  -3.025  2.229  -0.87
I  -0.618  -3.556  4.248  -0.29
C  -2.056  -1.164  2.683  -0.90
O  -1.106  -0.467  1.860  -0.10
O  -1.864  0.501  1.180  -0.37
B  -0.645  -2.993  0.986  1.20
O  0.660  -3.423  1.294  -0.47
O  -0.845  -2.554  -0.307  -0.55
H  -2.301  -4.453  2.063  0.11
H  -3.037  -2.790  1.101  -0.13
H  -3.004  -0.646  2.643  0.45
H  -1.708  -1.063  3.700  0.57
H  -1.343  1.303  1.070  0.25
H  0.798  -4.247  0.808  0.26
H  0.013  -2.528  -0.746  0.27
C  0.603  3.675  -2.482  -1.33
C  0.363  2.455  -1.598  -0.21
C  1.374  2.265  -0.458  -0.75
C  2.856  2.456  -0.774  -0.48
N  3.635  1.363  -1.500  0.82
C  4.651  0.720  -0.574  -0.93
C  3.839  -0.254  0.255  -0.93
C  2.798  -0.799  -0.725  0.00
C  2.812  0.156  -1.913  -0.63
C  4.316  1.930  -2.728  -0.76
C  5.535  2.813  -2.486  -0.43
C  5.305  4.185  -1.850  -1.15
H  1.566  3.632  -2.997  0.24
H  -0.165  3.731  -3.252  0.44
H  0.561  4.600  -1.903  0.31
H  0.304  1.569  -2.233  0.20
H  -0.627  2.545  -1.150  0.40
H  1.183  1.316  0.052  0.06
H  1.144  3.033  0.287  0.50
H  3.383  2.630  0.162  0.14
H  2.967  3.360  -1.362  0.39
H  5.370  0.197  -1.205  0.47
H  5.155  1.485  0.010  0.50
H  3.346  0.263  1.080  0.28
H  4.457  -1.035  0.689  0.47
H  1.816  -0.863  -0.257  -0.24
H  3.052  -1.805  -1.055  0.40
H  1.836  0.459  -2.270  0.07
H  3.332  -0.315  -2.744  0.55
H  3.548  2.449  -3.302  0.48
H  4.647  1.074  -3.314  0.41
H  5.977  2.982  -3.470  0.42
H  6.289  2.270  -1.915  0.24
H  4.506  4.732  -2.354  0.29
H  6.212  4.783  -1.930  0.44
H  5.068  4.114  -0.789  0.27

***

The following is a DFT calculation (the ωB97M-V functional and the def2-TZVPD basis) of a structure of composition C16H31BiN2S in a non-equilibrium geometry.

Values from the calculation:
- ΔE to the lowest compared entry with this formula, charge and spin (kcal/mol) = 0.00
- total charge = +2

Last column: Mulliken charge in e.
CARTESIAN COORDINATES (ANGSTROEM)
C  1.743  2.694  -1.307  -0.89
H  2.562  3.336  -0.964  0.43
H  2.072  2.181  -2.220  0.25
H  1.596  1.916  -0.522  0.15
C  0.468  3.494  -1.545  0.08
H  -0.347  2.815  -1.843  0.13
H  0.144  3.958  -0.606  0.31
C  0.648  4.570  -2.614  -1.39
H  -0.275  5.134  -2.771  0.37
H  1.429  5.280  -2.323  0.35
H  0.939  4.127  -3.571  0.34
C  -0.941  -1.998  -0.613  0.27
C  -1.620  -1.205  -1.607  0.43
C  -0.641  -0.848  -2.625  0.51
C  0.630  -1.459  -2.249  0.34
C  0.422  -2.200  -1.024  0.74
C  1.429  -3.097  -0.362  -1.59
C  1.887  -1.342  -3.042  -1.32
C  -0.856  0.004  -3.827  -1.32
C  -3.084  -0.881  -1.650  -1.57
C  -1.584  -2.603  0.596  -1.31
Bi  0.102  0.315  -0.714  1.12
H  2.761  -1.640  -2.457  0.37
H  1.800  -2.003  -3.912  0.37
H  2.041  -0.319  -3.408  0.27
H  2.461  -2.832  -0.620  0.40
H  1.328  -3.066  0.729  0.31
H  1.253  -4.132  -0.689  0.34
H  -2.421  -2.003  0.964  0.26
H  -1.960  -3.571  0.253  0.34
H  -0.871  -2.762  1.409  0.35
H  -3.302  -0.001  -2.266  0.37
H  -3.621  -1.739  -2.079  0.36
H  -3.478  -0.704  -0.643  0.38
H  -0.018  0.692  -3.996  0.30
H  -0.926  -0.664  -4.691  0.37
H  -1.778  0.588  -3.753  0.37
C  1.077  1.161  5.169  -1.06
N  1.080  0.580  3.862  -0.20
C  0.000  0.003  3.320  0.84
S  0.000  -0.018  1.658  -0.64
N  -1.078  -0.581  3.863  -0.19
C  -1.074  -1.165  5.170  -1.09
H  0.087  1.084  5.611  0.42
H  1.341  2.218  5.109  0.32
H  1.819  0.640  5.777  0.37
H  1.896  0.790  3.262  0.27
H  -1.900  -0.787  3.265  0.24
H  -1.814  -0.644  5.780  0.38
H  -1.339  -2.222  5.107  0.32
H  -0.082  -1.090  5.608  0.44

***

| no. | lowest unoccupied orbital energy (eV) |
| --- | --- |
| 1 | -0.88 |
| 2 | -7.34 |